The following is a quantum chemistry calculation of a structure of composition C23H35N2O3P2PdS3, from the OMol25 dataset.

Geometry as ORCA input:
```
! RIJCOSX wB97M-V def2-TZVPD def2/J DEFGRID3
* xyz -2 2
H 0.9889 -4.0097 5.2848
H 3.4748 -3.0625 2.2671
H -3.0470 0.5001 -0.7824
C 0.1280 -1.2826 -4.2016
H -3.1739 0.9430 0.9195
C 2.5094 0.8733 1.5425
C 3.8198 0.8865 1.1922
C 0.1105 -1.5957 -5.5484
H 1.2917 -4.4808 3.5948
C 0.9637 -0.2537 -3.7291
C 1.7225 0.1384 -5.9916
H -0.2150 3.7650 0.9321
N 2.0465 -0.4298 1.6177
H -0.4943 -1.8292 -3.4991
P -1.2733 -1.5344 2.0524
C -2.8845 1.3050 -0.0675
H 2.3340 0.6995 -6.6908
S -1.7452 -2.1534 0.1821
H 1.8472 1.6978 1.7406
C 2.3358 -2.6155 -1.9112
C 3.2753 -3.5640 -2.2558
H 1.3837 -1.9790 3.8958
C -4.4783 -3.2595 2.1379
C 3.0787 -2.6811 1.3206
C -3.0669 -3.5526 2.6215
H 3.0367 -4.6184 -2.1464
Pd 0.0845 -0.5550 0.1726
H -2.5084 -4.0712 1.8381
O 1.8790 1.3035 -1.8401
O -0.0052 -2.4859 2.4870
S 1.2868 -0.0690 -1.9666
P -1.0896 1.7088 -0.0484
H -0.5352 -2.3912 -5.9014
C -1.1847 3.2570 0.9577
H -0.3661 -4.4747 4.2226
C 0.9088 -0.8989 -6.4629
H -1.1658 1.7092 -2.4767
H -3.4886 2.1818 -0.3366
H -1.4060 2.9736 1.9876
H 5.8272 -1.5081 -3.1833
C 4.8481 -1.8166 -2.8321
N 4.1699 -0.4440 1.0645
H 0.8907 -1.1527 -7.5162
C 3.0705 -1.1960 1.3159
H -0.2767 -2.0016 4.4793
O -2.4171 -2.3556 3.0013
H -1.9594 3.9348 0.5787
H -3.0997 -4.2006 3.5055
C -1.0055 2.4867 -1.7250
C 0.4329 -2.5154 3.8330
H -0.0056 2.8956 -1.8842
S -1.3263 0.1645 3.1128
C 2.6336 -1.2335 -2.0372
H -4.4263 -2.7145 1.1923
C 0.5972 -3.9603 4.2612
H 2.3633 1.2791 -4.2709
H -5.0466 -4.1858 1.9880
C 1.7485 0.4700 -4.6473
H 1.3656 -2.9031 -1.5179
H 3.6812 -3.0727 0.5014
C 3.9157 -0.8482 -2.5028
C 4.5533 -3.1859 -2.7203
H 4.5093 1.6880 0.9718
H 5.2942 -3.9344 -2.9745
H 4.1495 0.2097 -2.5822
H -4.9943 -2.6332 2.8704
H 5.0064 -0.7846 0.6294
H -1.7640 3.2718 -1.8435
H 2.0528 -3.0236 1.2053
*
```

Output
Max |F|: 0.9 eV Å⁻¹
Orbital gap (alpha / beta): 3.339 / 5.446 eV
Highest occupied orbital energy (alpha / beta): 0.056 / -0.022 Eh
Energy above the lowest of the compared OMol25 structures with the same formula, charge and spin: 31.0 kJ/mol